# 1
{"formula": "CH13NSi4", "method": "the ωB97M-V functional and the def2-TZVPD basis", "homo_ha": -0.3139, "e_tot_ev": -34245.84087, "multiplicity": 1, "de_lowest_kcal_mol": 62.15, "species": ["C", "N", "Si", "Si", "Si", "Si", "H", "H", "H", "H", "H", "H", "H", "H", "H", "H", "H", "H", "H"], "xyz": [[2.662, -1.861, 0.993], [1.000, 0.227, -0.070], [0.397, 0.676, 1.496], [0.580, 1.337, -1.291], [-3.310, -0.148, -0.913], [1.978, -1.190, -0.730], [2.630, -1.004, 1.683], [1.895, -2.461, 1.365], [3.673, -2.230, 0.894], [1.510, 1.413, 2.034], [-0.601, 1.719, 1.318], [-0.446, -0.227, 2.093], [-0.830, 1.930, -1.216], [0.434, 0.579, -2.697], [1.504, 2.348, -1.101], [-3.548, 1.026, -1.565], [-3.077, -0.204, 0.492], [-4.377, -1.088, -1.328], [-2.075, -0.841, -1.456]], "forces_ev_per_a": [[0.006, 2.760, -1.355], [0.428, -2.548, -0.544], [0.867, 1.761, -1.723], [-2.905, -1.311, -2.419], [1.020, -3.457, -0.561], [-0.423, 1.022, 1.598], [0.480, -0.061, -0.115], [-0.837, -1.915, 0.654], [-0.070, -0.613, 0.258], [0.551, -0.114, 1.211], [-0.313, 0.620, -0.295], [-0.642, -2.097, 1.483], [0.735, -0.257, 0.254], [0.719, 0.928, 1.380], [1.356, 1.808, -0.388], [-0.328, 2.475, -0.866], [-0.159, 0.417, 1.113], [-0.168, 0.085, 0.278], [-0.317, 0.497, 0.039]], "nbo_charge": [-1.18, -1.77, 1.11, 1.10, 0.63, 1.12, 0.22, 0.24, 0.24, -0.17, -0.19, -0.17, -0.19, -0.15, -0.21, -0.16, -0.16, -0.15, -0.16]}

---

# 2
{"formula": "C19H48BBr2IN6O4P", "method": "the ωB97M-V functional and the def2-TZVPD basis", "homo_ha": -0.1342, "e_tot_ev": -195764.16341, "multiplicity": 1, "charge": -1, "species": ["C", "C", "C", "N", "P", "C", "O", "C", "C", "C", "C", "C", "C", "C", "B", "N", "O", "C", "I", "C", "C", "C", "Br", "C", "C", "Br", "H", "H", "H", "H", "H", "H", "H", "H", "H", "H", "H", "H", "H", "H", "H", "H", "H", "H", "H", "H", "H", "H", "H", "H", "H", "H", "H", "H", "H", "H", "H", "H", "H", "H", "H", "H", "H", "H", "H", "H", "C", "O", "N", "N", "H", "H", "H", "H", "C", "O", "N", "N", "H", "H", "H", "H"], "xyz": [[0.034, 2.293, 0.494], [-0.310, 1.544, 1.799], [-0.521, 0.018, 1.712], [0.610, -0.791, 2.160], [1.908, -1.492, 1.022], [0.816, -2.932, 0.455], [1.182, -0.477, -0.261], [0.731, -0.865, -1.536], [-0.766, -1.274, -1.811], [-0.724, -2.446, -2.817], [-1.607, -0.128, -2.399], [-3.113, -0.113, -2.052], [-3.791, -1.478, -2.116], [-3.436, 0.551, -0.718], [2.954, 0.020, 1.782], [3.191, 1.281, 1.019], [3.433, -0.004, 3.110], [2.510, -2.793, 2.496], [1.014, -3.163, 4.107], [3.020, -4.172, 2.006], [2.368, -5.492, 2.409], [3.543, -1.986, -0.150], [5.068, -2.119, 1.185], [4.316, -1.052, -1.134], [5.554, -1.751, -1.766], [3.406, -0.199, -2.677], [-0.716, 3.054, 0.286], [0.067, 1.607, -0.340], [0.995, 2.795, 0.552], [0.489, 1.746, 2.515], [-1.209, 2.014, 2.187], [-0.874, -0.271, 0.732], [-1.375, -0.196, 2.375], [1.019, -0.252, 2.909], [0.756, -3.709, 1.211], [-0.201, -2.597, 0.343], [1.150, -3.406, -0.461], [1.345, -1.639, -1.992], [0.885, 0.005, -2.179], [-1.295, -1.663, -0.952], [-0.431, -2.087, -3.804], [-1.689, -2.941, -2.899], [0.002, -3.192, -2.513], [-1.541, -0.153, -3.488], [-1.179, 0.827, -2.095], [-3.589, 0.498, -2.825], [-4.863, -1.342, -1.971], [-3.658, -1.956, -3.084], [-3.442, -2.135, -1.323], [-2.996, 1.541, -0.660], [-3.042, -0.031, 0.116], [-4.514, 0.657, -0.609], [4.156, 1.551, 1.201], [2.638, 2.051, 1.383], [2.966, 0.624, 3.662], [3.247, -2.359, 3.156], [4.059, -4.260, 2.317], [3.049, -4.181, 0.919], [2.851, -6.281, 1.824], [2.534, -5.736, 3.453], [1.308, -5.541, 2.179], [3.492, -2.971, -0.611], [4.657, -0.180, -0.594], [6.474, -1.347, -1.359], [5.513, -2.825, -1.620], [5.585, -1.583, -2.838], [-2.606, 4.765, -1.806], [-3.005, 3.772, -1.230], [-1.304, 5.174, -1.723], [-3.424, 5.544, -2.587], [-0.945, 5.981, -2.195], [-0.683, 4.608, -1.172], [-4.380, 5.258, -2.673], [-3.108, 6.359, -3.074], [-3.838, 4.062, 2.042], [-2.726, 3.749, 2.414], [-4.891, 4.218, 2.913], [-4.133, 4.265, 0.719], [-5.817, 4.461, 2.621], [-4.706, 4.057, 3.884], [-3.393, 4.114, 0.055], [-5.048, 4.501, 0.388]], "forces_ev_per_a": [[-0.156, -0.114, 0.105], [-0.039, 0.206, -0.536], [-0.331, 0.082, 0.752], [-0.136, 0.439, -0.987], [-0.693, 0.164, 0.720], [0.043, -0.117, 0.278], [0.279, -0.293, -0.325], [-0.657, 0.244, 0.078], [0.267, -0.371, -0.356], [-0.083, 0.189, 0.193], [-0.262, 0.016, 0.229], [-0.054, 0.041, -0.064], [-0.162, 0.243, -0.091], [0.359, -0.022, -0.074], [0.034, 0.186, -0.292], [0.172, -0.158, 0.027], [-0.465, -0.673, -0.171], [-0.115, -0.181, 0.383], [0.076, 0.177, -0.141], [0.134, -0.281, 0.198], [0.158, -0.167, -0.296], [0.330, 0.314, -0.376], [0.212, 0.202, -0.300], [0.456, -0.216, -0.019], [-0.347, 0.156, -0.319], [0.255, 0.072, -0.024], [-0.224, 0.082, 0.071], [0.171, -0.115, -0.225], [0.176, 0.046, -0.132], [-0.015, -0.074, 0.294], [-0.058, -0.049, 0.224], [0.233, -0.046, -0.271], [0.039, -0.103, 0.108], [0.208, -0.518, 0.392], [0.124, 0.006, 0.059], [-0.258, 0.275, -0.217], [0.037, 0.023, -0.330], [0.134, -0.272, 0.277], [-0.034, 0.067, -0.047], [0.170, 0.114, 0.547], [0.040, 0.029, -0.128], [-0.090, 0.007, -0.125], [0.100, -0.176, 0.127], [0.198, -0.052, -0.142], [-0.018, 0.171, 0.088], [-0.008, 0.118, -0.066], [-0.122, -0.034, 0.052], [0.096, -0.143, -0.063], [0.115, -0.162, 0.003], [0.037, 0.077, 0.029], [-0.072, -0.098, 0.117], [-0.111, -0.051, 0.138], [0.031, 0.083, 0.170], [-0.155, 0.018, -0.169], [0.213, 0.433, 0.155], [0.107, 0.129, -0.105], [0.037, -0.011, 0.010], [-0.057, 0.105, -0.090], [0.033, -0.069, -0.045], [-0.185, 0.082, 0.178], [-0.172, 0.050, 0.134], [0.082, -0.154, -0.002], [-0.244, 0.156, 0.052], [0.135, -0.126, 0.235], [0.102, -0.141, 0.203], [-0.022, 0.054, -0.066], [1.049, 0.899, -1.043], [0.779, -0.776, -2.393], [-0.509, -0.105, 0.048], [0.104, -0.274, 0.302], [-0.019, 0.019, -0.005], [0.078, -0.094, 0.059], [-0.029, -0.019, -0.042], [0.031, -0.001, 0.003], [-0.816, 0.155, -0.949], [0.339, 0.053, 0.372], [0.043, 0.045, 0.295], [-0.744, 0.604, 2.691], [0.021, -0.029, -0.036], [-0.026, -0.030, 0.032], [-0.232, -0.238, 0.509], [-0.118, -0.082, 0.123]], "mulliken_charge": [-0.38, -0.41, -0.12, -0.48, 1.59, -0.84, 0.26, -3.19, 2.34, -2.11, -1.46, 0.76, -1.88, -1.13, 1.53, -0.70, -0.84, -1.70, -0.13, 0.44, -1.83, -1.52, -0.14, 0.03, -1.29, -0.15, -0.51, 0.13, 0.43, 0.21, 0.41, -1.02, 0.64, 0.24, -0.04, 0.12, 0.23, 0.82, 0.86, 0.06, 0.40, 0.38, 0.38, 0.60, 0.35, 0.56, 0.51, 0.34, 0.30, -0.04, 0.21, 0.50, 0.19, 0.22, 0.29, 0.93, 0.41, -0.14, 0.45, 0.40, 0.36, 0.77, 0.32, 0.32, 0.29, 0.45, 0.61, -0.51, -0.28, -0.44, 0.17, 0.24, 0.22, 0.14, 0.53, -0.66, -0.43, -0.30, 0.14, 0.25, 0.17, 0.18]}

---

# 3
{"formula": "C6H13O5S", "method": "the ωB97M-V functional and the def2-TZVPD basis", "homo_ha": -0.2071, "e_tot_ev": -27505.68712, "multiplicity": 1, "smiles": "COC[C@](O)(C(C)C)S(=O)(=O)[O-]", "charge": -1, "species": ["C", "C", "C", "C", "C", "C", "O", "O", "O", "O", "O", "S", "H", "H", "H", "H", "H", "H", "H", "H", "H", "H", "H", "H", "H"], "xyz": [[0.353, 2.168, 0.393], [1.850, 0.802, -1.109], [-2.578, -0.398, -0.386], [-0.905, -0.355, 1.383], [0.560, 0.836, -0.403], [0.351, -0.337, 0.509], [-0.296, -2.954, 0.315], [1.912, -2.193, -0.392], [-0.095, -1.672, -1.730], [1.506, -0.493, 1.380], [-2.080, 0.266, 0.778], [0.468, -1.941, -0.412], [1.250, 1.965, 1.082], [0.443, 3.044, -0.330], [-0.612, 2.008, 0.953], [2.618, 0.927, -0.257], [1.818, 1.593, -1.903], [1.857, -0.245, -1.595], [-2.997, 0.315, -1.126], [-3.403, -0.855, 0.133], [-1.987, -1.158, -0.896], [-0.703, 0.233, 2.228], [-1.149, -1.286, 1.667], [-0.190, 0.790, -1.174], [2.008, -1.061, 0.892]], "forces_ev_per_a": [[1.053, -1.915, 0.253], [1.155, -1.190, -0.209], [-1.551, 0.032, 0.760], [-0.266, 3.420, -2.493], [-2.375, 1.447, -0.068], [1.054, -1.621, 0.787], [0.236, 0.479, 0.059], [0.180, -0.264, -0.378], [0.350, -0.021, -0.332], [-3.540, 3.542, 2.605], [2.218, 0.431, -0.190], [-1.026, -0.937, -0.403], [-1.221, 1.598, -0.385], [-0.172, -0.953, 1.403], [0.991, 1.109, -0.678], [-0.420, -0.121, -1.955], [0.617, -0.546, 0.790], [0.869, 1.917, 0.507], [0.550, -0.088, 0.482], [-1.058, -1.005, -0.920], [0.403, 0.375, 0.326], [0.281, 0.863, 1.273], [-0.611, -3.537, 0.956], [-0.685, -0.192, -0.252], [2.968, -2.824, -1.937]], "nbo_charge": [-0.65, -0.64, -0.29, -0.08, -0.26, -0.02, -1.02, -1.03, -1.03, -0.75, -0.57, 2.37, 0.21, 0.20, 0.23, 0.20, 0.20, 0.26, 0.16, 0.17, 0.24, 0.18, 0.21, 0.22, 0.49]}

---

# 4
{"formula": "C11H20ClIO3P", "method": "the ωB97M-V functional and the def2-TZVPD basis", "homo_ha": -0.4394, "e_tot_ev": -47777.78472, "multiplicity": 1, "charge": 1, "species": ["C", "C", "P", "Cl", "I", "H", "H", "C", "C", "O", "C", "H", "H", "H", "H", "H", "H", "C", "C", "O", "C", "H", "H", "H", "H", "H", "H", "C", "C", "O", "C", "H", "H", "H", "H", "H", "H"], "xyz": [[1.297, -2.870, -0.394], [0.162, -2.537, -0.206], [-1.429, -2.046, 0.097], [-1.946, -0.694, -1.258], [-2.896, -3.885, -0.014], [2.358, -2.935, -0.427], [-1.562, -1.472, 1.360], [-1.188, 1.480, -3.793], [-0.756, 2.890, -4.131], [0.228, 3.374, -3.624], [-1.605, 3.652, -5.115], [-0.488, 1.052, -3.082], [-2.188, 1.495, -3.355], [-1.201, 0.863, -4.693], [-2.623, 3.748, -4.735], [-1.631, 3.127, -6.071], [-1.185, 4.643, -5.264], [1.306, 2.304, 1.570], [1.158, 1.273, 0.485], [0.777, 0.142, 0.734], [1.512, 1.694, -0.911], [1.024, 1.873, 2.528], [2.341, 2.644, 1.622], [0.664, 3.159, 1.359], [2.554, 2.013, -0.951], [0.883, 2.523, -1.235], [1.374, 0.857, -1.593], [-0.058, -3.564, 5.102], [-0.190, -2.913, 3.753], [-1.175, -3.103, 3.066], [0.944, -2.019, 3.321], [-0.934, -4.175, 5.301], [0.832, -4.195, 5.125], [0.029, -2.801, 5.876], [1.870, -2.594, 3.272], [1.068, -1.209, 4.040], [0.740, -1.589, 2.345]], "forces_ev_per_a": [[0.113, 0.531, 0.336], [0.243, -0.374, -0.116], [-0.746, 0.010, 0.051], [0.059, -0.131, 0.188], [0.129, 0.153, 0.029], [0.186, -0.418, -0.265], [0.162, 0.042, -0.041], [0.089, 0.034, 0.047], [-0.070, 0.017, -0.055], [0.086, 0.017, 0.119], [0.168, 0.111, 0.052], [0.062, 0.007, 0.007], [-0.069, -0.023, -0.144], [-0.142, 0.006, -0.013], [-0.048, -0.095, -0.080], [-0.122, -0.047, 0.019], [0.013, 0.010, 0.004], [-0.100, -0.244, 0.137], [0.104, 0.067, 0.015], [-0.264, 0.062, -0.031], [-0.096, -0.274, 0.022], [-0.002, 0.003, 0.008], [-0.025, 0.124, -0.075], [0.109, 0.086, -0.053], [-0.025, 0.146, -0.004], [0.109, 0.105, -0.031], [0.015, -0.001, -0.019], [-0.243, -0.115, -0.096], [0.104, -0.068, 0.365], [0.057, 0.202, -0.449], [-0.286, -0.077, -0.234], [-0.007, -0.006, 0.004], [0.081, 0.095, 0.073], [0.141, -0.011, 0.010], [0.041, 0.038, 0.134], [0.107, -0.058, 0.072], [0.065, 0.078, 0.013]], "nbo_charge": [0.08, -0.53, 0.99, -0.12, 0.19, 0.26, 0.10, -0.72, 0.60, -0.55, -0.72, 0.22, 0.22, 0.24, 0.23, 0.24, 0.25, -0.73, 0.64, -0.63, -0.73, 0.23, 0.25, 0.25, 0.25, 0.26, 0.22, -0.72, 0.63, -0.60, -0.73, 0.24, 0.24, 0.24, 0.24, 0.25, 0.24]}